[1]
DFT (ωB97M-V/def2-TZVPD) results for a structure of composition C49H41BiI2N6OS3 in a non-equilibrium geometry.

XYZ file:
```
103
C49H41BiI2N6OS3 ωB97M-V/def2-TZVPD
H 6.70381 12.10572 12.02338
C 12.85748 15.44610 6.59225
H 8.38808 12.87953 10.20775
H 12.43963 18.75162 7.40893
C 16.95770 11.00677 11.11327
Bi 15.57884 13.00095 9.11288
C 15.10509 16.63666 11.95675
C 9.77874 13.37406 11.70690
I 20.50687 7.73437 11.92876
C 20.35704 12.84036 9.52115
S 13.38360 15.18410 10.60649
C 12.59027 16.81631 6.38236
C 12.89216 17.19125 8.77516
C 19.04275 13.25540 9.54004
C 11.33438 10.10251 11.63520
C 9.86210 14.93661 9.42150
C 13.74867 16.50806 11.69189
C 17.32179 10.92240 7.33790
C 15.49125 17.56871 12.91095
H 13.96881 11.47033 14.11029
H 21.09109 13.43057 10.09264
H 8.22929 9.70145 7.57369
C 19.74118 11.13150 8.03701
C 9.31048 12.97592 13.97350
C 9.60053 14.80438 8.04981
H 10.67593 9.60372 10.92635
H 21.76517 11.25550 8.62007
C 17.16374 9.92856 10.25373
H 12.95182 9.11209 8.84194
H 12.91089 18.00022 9.54265
C 11.26267 8.15774 7.95697
H 14.82360 19.30391 13.94692
H 13.99724 12.26266 11.67535
I 17.21294 12.69364 13.50648
N 18.11485 12.70574 8.75787
H 15.79089 16.05666 11.45844
N 13.71163 11.83386 9.00759
H 17.03622 11.42330 6.39577
C 12.30267 11.06007 11.20446
C 12.13397 10.39543 13.90230
C 8.38907 16.86451 7.99771
H 8.10140 17.83949 9.82761
C 12.62940 17.67523 7.47879
C 16.16532 9.73705 9.12353
C 13.18129 18.32708 13.05554
C 18.94186 9.08712 11.66838
H 16.55511 17.71721 13.16273
H 9.53863 11.60887 8.53835
C 11.32297 10.44518 8.71551
H 15.14642 9.64174 9.55498
H 11.72776 17.17494 11.88207
H 15.30612 10.56854 7.62278
C 13.06795 15.83016 8.94949
H 17.73641 9.94435 7.07196
H 19.19094 10.13248 13.57707
C 8.85566 15.73498 7.39292
C 9.30362 9.57703 7.88121
N 14.44578 14.16364 10.70621
H 20.02641 10.35224 7.34558
N 11.90816 14.74175 11.19378
H 9.42507 7.58834 7.09978
H 10.55462 9.08572 13.20996
H 9.68950 13.05190 14.96581
H 11.77066 7.24289 7.68900
C 18.63430 10.08051 12.63571
H 13.34698 13.91695 8.01652
H 11.13617 13.89086 13.27423
S 10.89392 13.91950 10.41679
N 16.13227 10.82905 8.14116
H 7.39983 12.05007 14.31321
C 11.93757 9.22215 8.56274
C 17.69347 11.03872 12.27929
C 9.32090 16.09310 10.05614
C 8.09505 12.48753 13.60704
C 9.95114 8.35478 7.60737
C 8.53483 12.86128 11.30207
C 20.74941 11.77600 8.74840
C 13.19404 11.17761 13.43708
H 12.83680 14.78000 5.71226
C 18.12717 8.96514 10.53472
H 7.75093 17.60646 7.49470
C 12.76330 17.30798 12.21762
C 8.59556 17.03982 9.35082
C 14.50861 18.42512 13.39673
H 18.19354 8.09997 9.86435
O 16.00555 11.97309 10.84412
H 9.35258 16.13549 11.14843
H 18.70948 14.08039 10.06762
C 7.70229 12.40224 12.27322
C 13.06080 14.93644 7.84634
C 13.28033 11.55997 12.12039
S 12.38124 11.64846 9.53229
N 11.33174 12.82094 9.40599
H 8.61420 15.47174 6.37118
H 10.02313 13.97230 7.45250
C 10.20216 13.46924 12.99696
C 18.43420 11.64465 8.08315
C 11.35388 9.80123 12.99974
H 12.38067 17.19464 5.37954
H 11.98860 10.21393 14.91743
H 12.46356 19.01804 13.47210
C 10.00734 10.63144 8.40956
H 16.36294 8.80536 8.58185
```

Summary:
- Highest occupied orbital energy: -12.096 eV
- Frontier orbital gap: 7.57 eV
- Total energy: -116992.7162 eV
- LUMO energy: -0.1662 hartree
- Net charge: +2
- Relative energy (zero: lowest compared OMol25 entry of this formula, charge and spin): 82.2 kJ/mol

***

[2]
DFT (ωB97M-V/def2-TZVPD) results for a structure of composition C49H41BrClN5O3SSrTe in a non-equilibrium geometry.

XYZ file:
```
103
C49H41BrClN5O3SSrTe ωB97M-V/def2-TZVPD
N 3.54506 2.17471 -1.35776
C 3.65980 -2.07328 -0.67421
H 6.24802 -3.74623 -2.20700
C 1.90818 4.96712 -3.98452
O -2.01036 0.67759 1.70354
C 3.77947 3.58824 -3.30316
C -3.14140 -1.21922 0.60950
H -0.53712 3.44423 0.39096
H -1.58179 -0.43319 7.40694
H -7.79157 -1.64790 -0.39260
C -2.29915 4.02094 4.08183
C 0.75470 -2.62761 -1.57846
H 1.27314 2.36496 3.26760
C 4.12037 -1.22462 -2.81075
C 1.75379 3.67777 -1.89132
H 6.91837 -2.13580 -4.27889
H -0.18651 3.87163 4.36334
C -0.16035 4.95166 -2.60098
H 0.28424 -2.19915 -4.88927
H -3.57590 -4.32434 1.86983
H -4.39243 3.91337 3.61564
C -7.37704 -1.60370 0.61594
C -0.91928 2.27213 3.14827
C 0.79218 -3.76309 -0.60214
C -1.06338 3.43878 3.89735
S -0.04780 0.72843 -2.87714
C 1.16378 4.53944 -2.83832
H -2.63429 1.44910 -0.42943
H 6.57092 1.74673 -2.72796
H -0.07567 -4.38755 -0.88212
H -0.65459 5.59669 -3.31880
H 5.64556 3.40478 -4.35869
O 0.62070 0.48548 3.02674
C -1.28939 -2.19008 -3.36819
Cl -2.46308 5.45230 5.06332
H -4.13131 1.39029 -1.38902
H 1.66942 -2.25198 5.28586
C -3.42020 3.45796 3.48056
C -1.53812 -2.02151 -2.05628
H -2.53374 -2.15439 -1.63747
C 0.12199 -1.35944 6.48447
H 1.44119 5.66755 -4.66739
C 1.02872 -2.66439 -2.93574
C -1.89649 -0.80314 5.31938
H -2.89664 -0.38510 5.30469
C 5.06808 3.07089 -3.50362
C -1.35198 -1.29885 4.15101
H 3.74383 4.87852 -5.04651
Sr 1.51342 -0.80582 -0.24419
C 5.83585 -2.14116 -4.41664
C -5.06742 -2.45642 1.16871
H 1.69126 -4.37304 -0.63322
H 5.59417 -3.01848 -5.02185
H -1.82223 4.80882 -1.25082
C 4.69011 -3.01338 -0.90676
H 5.11199 0.99105 -0.82077
H -4.13437 1.89156 2.21237
C -5.26548 -0.44967 -0.08333
C -0.07290 3.75445 -0.54273
C 0.06624 -2.24299 -3.83207
C 0.66688 -1.84934 5.30915
C 3.17108 4.53200 -4.19408
C -5.88227 -1.49520 0.58117
N 1.15464 3.35045 -0.74095
C -0.23358 0.05412 -1.40714
C 5.43469 -3.03683 -2.07385
N 3.47655 -1.12333 -1.63772
H -2.24808 -3.32697 2.46074
H 0.66095 -3.43355 0.41999
C -3.31466 0.80083 -0.97383
C -0.41525 -1.59521 -1.22669
Br 3.66674 0.32098 1.57793
C 5.11883 -2.14654 -3.09879
H 1.94488 -3.12489 -3.28716
C -2.02683 1.69534 2.51767
C -0.06331 -1.81740 4.13225
C -0.79610 4.53488 -1.46104
H -7.81490 -0.73502 1.11092
C -3.27526 2.32881 2.70914
C 0.42788 1.67140 3.11228
H 4.90150 -3.74468 -0.13285
C -3.87999 -0.27971 -0.09547
H -5.51524 -3.32922 1.63136
H -1.98645 -1.30477 3.27145
H 3.86152 -0.47885 -3.56338
N -0.16497 0.61522 -0.19656
H -7.69619 -2.49556 1.15460
H 0.70228 -1.39160 7.39724
C 0.61175 -2.34067 2.91513
H 5.57273 -1.25707 -4.99745
H -2.09016 -2.36516 -4.07648
Te -0.99068 -0.94939 0.79317
H -5.87104 0.27265 -0.62112
H -2.26516 -3.90194 0.77784
C 3.06792 3.12514 -2.17505
O 1.35829 -3.30082 3.00301
C -1.15971 -0.82705 6.49093
C -2.89691 -3.52141 1.59341
C -3.67942 -2.33840 1.17247
N 0.60100 -1.69963 1.68656
H -2.75962 0.36527 -1.80898
C 4.76642 1.72567 -1.54398
C 5.57662 2.15581 -2.61363
```

Summary:
- Highest occupied orbital energy (alpha / beta): -3.390 / -3.379 eV
- Frontier orbital gap (alpha / beta): 4.35 / 4.33 eV
- Total energy: -166593.0585 eV
- LUMO energy (alpha / beta): 0.0354 / 0.0350 hartree
- Net charge: -1
- Relative energy (zero: lowest compared OMol25 entry of this formula, charge and spin): 1398.3 kJ/mol
- Multiplicity: 2

***

[3]
DFT (ωB97M-V/def2-TZVPD) results for a structure of composition C49H42N7O7S3ScSi.

XYZ file:
```
110
C49H42N7O7S3ScSi ωB97M-V/def2-TZVPD
N -1.09683 1.65963 -0.67117
H -5.80018 5.93143 -0.07098
H -3.53694 -6.24035 0.59216
O -2.07909 -1.48917 1.47331
C -2.65323 7.75182 1.18093
S -1.11111 4.47999 2.05481
C 4.97355 1.04645 0.19509
C 3.88606 -2.05211 1.19585
C -1.49855 3.42134 -2.28480
C 3.59239 1.01929 -0.01449
C -1.45807 1.97595 -1.85923
H -2.86940 -3.83895 0.30634
H 4.01595 -1.12722 1.74953
S -3.01082 2.17278 1.53089
C -3.87410 8.41344 1.18274
H 2.88336 4.15251 1.11107
C 4.17046 -0.94526 -3.20759
C -4.91561 6.45717 0.26661
H -5.96804 8.27513 0.72358
C -3.38969 -5.60956 1.45971
H 0.21687 -3.30653 4.34546
C 4.28902 -3.24687 1.77543
O -0.56687 -2.37768 -1.13436
H 1.78168 2.15261 0.17400
C -3.03160 -4.27833 1.28382
H 5.33801 4.16545 1.46932
C 1.02704 1.05677 4.08623
N -2.24640 -1.63576 3.76244
N 1.08368 -0.31900 4.17199
H -1.00827 5.21812 -0.18725
C -0.36549 -3.12914 -2.14893
H 4.88790 -1.46430 -2.57833
C 3.52173 -4.43425 -0.16486
H 2.63710 -3.25829 -1.70589
H 1.11375 -2.43690 -3.52471
O -1.35502 -3.16121 5.55035
C 0.51327 1.32807 2.85771
C -2.83439 -3.52434 2.42509
C 3.48814 -0.23214 -5.39978
C 3.12146 -3.23193 -0.73622
C 5.60142 2.16673 0.72261
H -0.60798 3.94563 -1.94096
H 4.72859 -3.24559 2.76665
C -2.38403 0.29689 -5.13129
N 0.44325 -2.48395 1.34129
H 1.38886 -0.87019 4.95248
S -2.57041 -2.78756 4.83873
H -3.51459 -1.52065 -5.37346
H -1.60533 3.52606 -3.35856
H -0.32656 -1.42896 -3.52480
C 0.60059 -0.80151 3.00834
O -0.42490 -4.36499 -2.10576
C 2.11739 0.24821 -3.48268
C -2.54368 6.44446 0.71724
C 3.02513 -0.39277 -2.63474
H -2.35802 3.91115 -1.81963
C -3.07214 -0.82644 -4.66633
H -2.27595 0.48747 -6.19138
C 3.29132 -2.01880 -0.06935
N -0.74671 2.76594 0.13497
N 0.23534 0.15758 2.18999
C 3.47880 3.28487 0.85137
C -1.21775 5.73146 0.74936
C 4.40537 -0.87001 -4.57541
C 2.34276 0.32895 -4.84971
O -3.71534 -2.49277 5.65735
O 1.09763 -0.11487 -0.56158
H 1.20670 0.65994 -3.05924
H -3.63804 -1.98408 -2.94693
N 0.57623 -3.29878 3.39317
H -1.76559 8.25606 1.54859
C -3.54052 -6.15268 2.73625
H -3.81470 -7.19619 2.83854
C 0.02317 -2.45664 -3.45147
H -1.32393 2.04718 -4.57119
Si 2.63576 -0.40983 -0.78854
H -0.35629 -3.04388 -4.28711
H 0.34126 2.28502 2.40312
C 2.85769 2.15853 0.32345
C -2.97171 -4.06617 3.68174
H 6.67465 2.16405 0.87979
H 1.34985 1.69747 4.88657
C 0.34299 -3.85166 1.27077
H -0.42076 6.46214 0.90366
H -3.64103 4.75994 -0.02894
C 4.10955 -4.44260 1.09056
H 1.61287 0.81342 -5.48812
C 0.41411 -4.36910 2.52798
H 0.21582 -4.34075 0.31645
Sc -0.80666 -0.66399 0.01050
H 5.29716 -1.31891 -4.99834
C -2.54261 -0.24257 -2.36507
C -2.37141 -2.09214 2.51736
C -1.92641 0.95091 -2.82511
C -3.33262 -5.38533 3.87781
H 4.40976 -5.37996 1.54557
H 3.65976 -0.18255 -6.46915
C -3.69464 5.80131 0.26553
H 5.57334 0.17431 -0.05096
C -1.84500 1.17137 -4.20589
C 4.85191 3.29023 1.05253
O -2.52324 -0.59565 -1.12036
C -3.16005 -1.08702 -3.31960
H -3.43645 -5.80567 4.86955
C -1.60560 2.99517 1.08394
C -5.01096 7.76718 0.72000
C 0.56757 -2.19393 2.60506
H 0.33586 -5.37868 2.89272
H 3.34375 -5.36180 -0.69560
H -3.93638 9.43131 1.54984
```

Summary:
- Highest occupied orbital energy: -2.301 eV
- Frontier orbital gap: 6.35 eV
- Total energy: -137353.7030 eV
- LUMO energy: 0.1486 hartree
- Net charge: -2
- Relative energy (zero: lowest compared OMol25 entry of this formula, charge and spin): 0.0 kJ/mol

***

[4]
DFT (ωB97M-V/def2-TZVPD) results for a cluster of 7 separate species, C49H44BrN3O14 in total in a non-equilibrium geometry.

XYZ file:
```
111
C49H44BrN3O14 ωB97M-V/def2-TZVPD
H -3.28988 -0.49548 -3.20041
H 3.45742 -0.97800 -2.71186
H -8.60191 -2.00459 -2.14131
O 2.38854 2.38006 -0.72363
C -2.49434 1.72683 2.57978
H 3.89143 -6.97595 4.05851
C 2.70633 2.15040 8.32595
H -4.03961 -0.24304 -1.61772
H 6.40808 -6.14528 -3.72778
N 0.35662 2.45248 -4.16912
C -1.17771 4.96597 -2.36202
H 3.48618 -3.00614 2.28969
H -2.23412 3.80284 2.26185
C 3.29654 2.55738 0.37929
C -1.52412 3.23308 4.25411
C 1.64181 -1.87713 -3.42594
C -7.15855 -0.45848 -2.24617
C 3.41789 1.19517 9.20769
O 4.62043 -4.52207 -2.77582
C 1.11612 0.39278 7.69305
O 4.33552 -6.55811 -7.65823
O -5.66018 1.31677 -2.61991
H 2.59197 0.01010 -3.94393
H 3.84598 1.04396 -1.42821
C -8.76916 -0.92004 -4.03729
H -0.74354 -0.52696 -3.03533
H -2.24816 -2.11540 -0.76621
C 0.44778 0.80833 -2.06096
H 1.10727 2.46340 6.97604
C 0.38241 1.70578 -3.32450
H -0.92043 2.30860 6.14358
H -3.68693 -2.61698 -1.68115
H 2.68508 -3.97955 -4.41443
C 3.08714 -4.00709 2.39647
H 0.17586 1.48633 -1.21473
C -2.80120 6.10633 -0.78829
H -6.70968 -0.63985 -1.27742
O 1.45885 -2.08577 -4.56966
C -6.58534 0.65259 -3.04127
H -2.09618 1.33187 -2.36678
C 1.26691 3.93640 1.25846
O -9.69309 -1.58362 -4.45819
C 2.43670 2.96721 1.61706
H 3.01275 1.95590 -2.69951
H 1.80233 -7.69787 2.91609
H -6.75159 1.73728 -4.93646
H 3.42829 -0.87385 9.92447
H 0.81891 4.40995 2.16710
H 2.54785 -4.93543 -6.70497
C 4.40018 -6.09251 -6.53955
C 3.32088 -6.31116 3.42214
C -7.18263 0.92148 -4.36983
H -3.39428 6.04656 0.11581
H -0.59704 4.08323 -2.59708
C 1.96969 -4.39391 1.78568
C 2.20325 -6.69751 2.81087
O 4.86797 -4.58395 3.82308
C -1.35761 2.08970 5.17963
H -1.97684 0.66673 -0.64383
O 0.42272 -6.12055 1.38437
H 2.03606 2.08536 2.17209
H 0.41086 3.41816 0.76194
C -2.72214 -2.05876 -1.77101
C -1.96743 7.24789 -2.79255
H -3.36801 8.07483 -1.32438
H -1.61617 0.01456 5.49832
N 2.13282 -1.03630 0.47977
C -2.32782 0.58259 3.50624
C -2.12058 2.95586 2.92711
C 5.59532 -5.91381 -4.40474
O -2.00870 3.92024 -0.42447
O 4.38981 1.53422 9.84894
C -1.16341 6.05083 -3.13319
C 3.84939 -4.93527 3.26302
C 1.63833 1.77829 7.62403
Br 0.95101 -3.18153 -2.15643
H -0.57014 6.10929 -4.03699
C 1.44106 -5.76792 1.94391
C -1.99695 4.91053 -1.13014
H -2.10720 -2.52271 -2.56755
C 1.97988 -0.49249 -0.49645
H 3.10167 3.15758 8.28704
C 4.55546 -4.98935 -3.89558
C 2.89562 -0.18977 9.27618
H 4.01694 3.35938 0.07720
C 1.82748 -0.56174 8.57410
C 1.87996 0.22697 -1.84764
C 3.36104 -5.16799 -6.02896
H 6.27311 -7.10393 -6.02004
C -3.08954 -0.56519 -2.10001
C -2.78737 7.19155 -1.55879
C 2.84756 1.47943 -1.69874
O -1.95619 8.23612 -3.49608
O -2.66695 -0.53914 3.18893
C -8.19533 0.19139 -4.83217
H -8.64406 0.37267 -5.80061
O 0.14199 0.04964 7.05135
H 3.82311 1.61353 0.64877
O -1.18434 4.35666 4.57080
C 3.43379 -4.65600 -4.80228
C -8.17120 -1.18884 -2.70813
H 1.62834 4.74463 0.58348
N -0.61755 -0.21304 -2.06955
C 5.52322 -6.42657 -5.63124
H -2.93253 1.50782 1.61370
H 3.13865 3.50220 2.30601
H 1.40039 -3.72813 1.14995
C -1.73022 0.85996 4.83436
C 2.44904 -0.61016 -3.03636
C -1.91980 0.42615 -1.72715
H 1.43214 -1.56893 8.61272
```

Summary:
- SMILES: CCCN[C@H](C#N)[C@](C#N)(COCCC)CC(=O)Br.O=C1C=CC(=O)C=C1.O=C1C=CC(=O)C=C1.O=C1C=CC(=O)C=C1.O=C1C=CC(=O)C=C1.O=C1C=CC(=O)C=C1.O=C1C=CC(=O)C=C1
- Highest occupied orbital energy: -10.036 eV
- Frontier orbital gap: 8.30 eV
- Total energy: -154695.6540 eV
- LUMO energy: -0.0637 hartree
- Net charge: 0

***

Number 1: M 1288.9 g/mol. Number 2: M 1110.5 g/mol. Number 3: M 1010.2 g/mol. Number 4: M 978.8 g/mol.